{
  "formula": "C29H28Cl73NO6",
  "method": "ωB97M-V/def2-TZVPD",
  "elements": ["O", "N", "O", "C", "O", "C", "O", "O", "C", "C", "C", "O", "Cl", "H", "H", "H", "H", "C", "Cl", "Cl", "Cl", "H", "C", "Cl", "Cl", "Cl", "H", "C", "Cl", "Cl", "Cl", "H", "C", "Cl", "Cl", "Cl", "H", "C", "Cl", "Cl", "Cl", "H", "C", "Cl", "Cl", "Cl", "H", "C", "Cl", "Cl", "Cl", "H", "C", "Cl", "Cl", "Cl", "H", "C", "Cl", "Cl", "Cl", "H", "C", "Cl", "Cl", "Cl", "H", "C", "Cl", "Cl", "Cl", "H", "C", "Cl", "Cl", "Cl", "H", "C", "Cl", "Cl", "Cl", "H", "C", "Cl", "Cl", "Cl", "H", "C", "Cl", "Cl", "Cl", "H", "C", "Cl", "Cl", "Cl", "H", "C", "Cl", "Cl", "Cl", "H", "C", "Cl", "Cl", "Cl", "H", "C", "Cl", "Cl", "Cl", "H", "C", "Cl", "Cl", "Cl", "H", "C", "Cl", "Cl", "Cl", "H", "C", "Cl", "Cl", "Cl", "H", "C", "Cl", "Cl", "Cl", "H", "C", "Cl", "Cl", "Cl", "H"],
  "positions_angstrom": [[2.61, 5.28, 3.89], [2.21, 5.93, 3.02], [0.84, 6.27, 3.25], [0.54, 7.40, 2.51], [0.99, 8.52, 3.34], [-0.05, 8.93, 4.10], [-0.05, 9.84, 4.86], [-1.13, 8.13, 3.82], [-0.94, 7.78, 2.45], [-2.04, 6.83, 2.01], [-1.95, 5.40, 2.47], [-1.18, 4.60, 2.06], [-3.15, 4.92, 3.68], [1.13, 7.50, 1.60], [-0.94, 8.68, 1.82], [-2.14, 6.81, 0.92], [-2.96, 7.26, 2.40], [0.43, 2.64, -2.40], [0.32, 3.49, -3.95], [0.84, 0.94, -2.62], [1.62, 3.41, -1.35], [-0.54, 2.70, -1.93], [5.23, 2.60, -4.03], [3.56, 2.06, -3.93], [5.45, 4.10, -3.12], [6.32, 1.35, -3.43], [5.47, 2.80, -5.07], [5.23, 3.13, -8.67], [4.08, 2.71, -7.39], [6.86, 3.28, -8.02], [5.18, 1.95, -9.98], [4.93, 4.09, -9.08], [-5.27, 3.20, 0.27], [-3.80, 2.82, -0.64], [-5.61, 1.97, 1.49], [-5.21, 4.81, 1.00], [-6.08, 3.20, -0.44], [-3.25, -1.41, -1.52], [-4.22, -0.36, -0.48], [-3.59, -1.07, -3.22], [-1.52, -1.27, -1.24], [-3.54, -2.43, -1.31], [7.33, -3.25, -10.57], [7.75, -3.67, -12.23], [5.90, -4.15, -10.04], [8.69, -3.53, -9.48], [7.09, -2.20, -10.54], [-8.12, 1.78, -2.61], [-9.68, 0.97, -2.57], [-8.18, 3.30, -1.70], [-6.85, 0.72, -2.01], [-7.89, 2.02, -3.64], [1.04, -3.23, 0.84], [0.11, -4.73, 0.77], [2.44, -3.40, 1.89], [1.54, -2.72, -0.76], [0.40, -2.46, 1.26], [-5.91, 7.60, 5.03], [-5.26, 7.67, 3.39], [-7.12, 6.33, 5.16], [-4.61, 7.37, 6.20], [-6.39, 8.55, 5.24], [-9.11, -3.04, -1.17], [-10.17, -2.03, -0.17], [-9.39, -2.74, -2.88], [-7.42, -2.76, -0.75], [-9.36, -4.07, -0.96], [-5.37, 1.75, -5.83], [-6.30, 0.25, -5.71], [-6.41, 3.08, -6.37], [-4.63, 2.14, -4.28], [-4.59, 1.61, -6.56], [3.36, 0.10, 3.90], [3.63, 0.01, 2.16], [2.16, -1.08, 4.43], [4.88, -0.11, 4.78], [2.97, 1.09, 4.13], [2.39, -4.61, -4.62], [2.32, -5.37, -3.03], [0.85, -4.78, -5.47], [2.84, -2.91, -4.48], [3.15, -5.10, -5.21], [8.03, -5.56, -6.60], [6.35, -6.10, -6.47], [8.20, -3.91, -6.02], [9.10, -6.66, -5.73], [8.30, -5.58, -7.65], [-11.54, -6.74, -1.07], [-11.56, -5.87, -2.60], [-10.98, -8.40, -1.30], [-10.54, -5.89, 0.12], [-12.55, -6.78, -0.68], [4.96, 1.15, 8.25], [3.48, 0.23, 8.52], [4.87, 2.74, 9.01], [6.37, 0.26, 8.84], [5.07, 1.29, 7.18], [11.93, -8.09, -3.68], [11.31, -8.28, -2.04], [13.67, -8.34, -3.74], [11.09, -9.18, -4.80], [11.73, -7.07, -4.00], [-7.82, -4.59, 2.63], [-6.77, -5.68, 1.72], [-8.19, -5.27, 4.22], [-7.10, -3.00, 2.77], [-8.76, -4.49, 2.09], [6.20, 3.50, 12.38], [4.71, 2.60, 12.67], [6.13, 5.09, 13.15], [7.60, 2.59, 12.95], [6.30, 3.64, 11.32], [6.76, 1.53, 1.49], [7.18, -0.15, 1.83], [8.03, 2.61, 2.06], [6.46, 1.77, -0.24], [5.85, 1.76, 2.02], [-4.13, 7.51, -2.02], [-5.01, 6.27, -2.92], [-4.83, 7.71, -0.41], [-2.41, 7.10, -1.91], [-4.22, 8.44, -2.55], [1.86, -0.17, 13.53], [2.15, -0.26, 11.80], [0.64, -1.35, 14.03], [3.35, -0.39, 14.43], [1.47, 0.82, 13.76], [-7.67, -10.11, 0.04], [-6.28, -10.52, -0.98], [-7.96, -11.37, 1.23], [-7.44, -8.54, 0.81], [-8.54, -10.04, -0.60], [4.55, -9.11, -3.97], [3.48, -10.46, -3.59], [3.68, -7.84, -4.82], [5.30, -8.47, -2.51], [5.33, -9.48, -4.62]],
  "mulliken_charge": [-0.264, 0.085, -0.234, 0.229, -0.371, 0.517, -0.517, -0.337, 0.008, 0.757, 0.450, -0.462, -0.134, 0.526, 0.398, -0.289, -0.342, 0.171, -0.118, 0.016, -0.043, -0.007, 0.495, -0.044, -0.133, -0.131, -0.208, 0.027, -0.080, -0.131, -0.122, 0.301, 0.629, 0.082, -0.111, 0.039, -0.603, -0.272, -0.060, -0.096, -0.003, 0.364, 0.130, -0.122, -0.112, -0.114, 0.224, 0.194, -0.115, -0.163, 0.156, -0.015, 0.055, -0.140, -0.116, -0.011, 0.227, -0.141, -0.024, -0.122, -0.099, 0.365, 0.589, -0.109, -0.129, -0.032, -0.295, -0.228, -0.074, -0.122, 0.021, 0.397, 0.076, -0.054, -0.112, -0.139, 0.231, 0.395, -0.069, -0.132, -0.077, -0.121, 0.085, -0.065, -0.108, -0.076, 0.168, -0.075, -0.106, -0.107, -0.042, 0.329, 0.277, -0.085, -0.136, -0.134, 0.092, 0.142, -0.114, -0.127, -0.134, 0.230, 0.324, -0.101, -0.144, -0.070, -0.027, 0.204, -0.049, -0.131, -0.131, 0.106, 0.172, -0.113, -0.141, -0.008, 0.082, -0.132, -0.072, -0.058, -0.124, 0.369, -0.007, -0.056, -0.133, -0.115, 0.301, 0.213, -0.129, -0.128, -0.011, 0.055, 0.030, -0.122, -0.090, -0.126, 0.292],
  "lumo_energy_ev": -0.41,
  "orbital_gap_ev": 10.432
}